(1)
Computed, not measured: a single C5H13N3 molecule, with the ωB97M-V functional and the def2-TZVPD basis.

XYZ file:
```
21
Properties=species:S:1:pos:R:3:forces:R:3
N -0.1030 0.3220 1.6404 0.03 0.13 -0.49
N -0.6636 -0.1770 -0.7873 -0.02 -0.02 0.21
N -1.1356 1.4879 -2.2581 0.00 -0.03 0.09
C -0.7852 -2.0138 0.7258 0.05 0.19 0.13
C -0.3513 1.0705 -1.1903 0.08 0.16 0.16
C -0.0155 -0.7940 0.2369 0.03 -0.08 -0.36
C 1.4764 -1.1105 0.0986 -0.06 0.24 0.24
C 0.5342 1.9774 -0.6032 -0.01 -0.10 -0.25
H 0.5819 2.9826 -1.0041 -0.07 -0.01 -0.06
H 0.0260 1.2431 1.1186 -0.05 -0.38 0.22
H 2.0474 -0.2676 -0.2802 -0.04 0.01 -0.01
H 1.4732 1.6365 -0.1934 -0.03 -0.08 0.15
H -1.1511 2.4740 -2.4577 0.04 -0.05 0.06
H 0.5851 0.2214 2.3799 -0.06 -0.02 -0.08
H -1.8315 -1.7551 0.8904 0.03 0.01 0.02
H -1.0440 0.2611 2.0150 0.09 -0.02 -0.02
H -2.0223 1.0152 -2.3407 0.07 0.00 0.04
H -0.3497 -2.4338 1.6350 -0.02 0.01 0.00
H 1.9096 -1.4395 1.0468 -0.02 -0.03 -0.03
H -0.7586 -2.7757 -0.0536 0.05 0.07 -0.02
H 1.5776 -1.9248 -0.6190 -0.08 0.00 0.01
```
Positions in Å, forces in eV/Å.

Net charge: 0
Max |F|, eV/A: 0.51
ΔE to the lowest compared entry with this formula, charge and spin, kJ/mol: 174.7
Electronic energy, eV: -9864.5554
LUMO energy, eV: 0.69

(2)
Computed, not measured: C64H63N4O6P2Tl as an isolated structure in a non-equilibrium geometry, with the ωB97M-V functional and the def2-TZVPD basis.

XYZ file:
```
140
Properties=species:S:1:pos:R:3:forces:R:3
Tl -1.7586 0.4620 -0.0097 -0.25 -0.02 0.11
P 1.0734 -2.6076 -1.1265 0.45 -1.48 -0.02
P 1.0760 -1.8480 1.9369 0.02 -1.30 0.49
O 1.9733 -0.7505 0.0551 0.27 1.01 -0.23
O -3.2955 4.7185 2.3422 -0.35 0.24 0.11
O 0.0446 -0.7947 1.9384 -0.02 0.24 0.05
O -0.0939 -1.8186 -1.5417 -0.36 0.35 -0.11
O -3.6778 2.0875 -4.1340 0.04 0.07 0.04
O 0.2595 3.1463 -1.5930 0.08 -0.06 0.02
N -3.0030 2.8195 -0.6962 0.02 0.44 0.20
N 0.7402 1.1080 -0.5959 -0.22 -0.16 0.01
N -1.9898 2.8712 2.0458 0.17 -0.32 -0.90
N -2.5233 0.8315 -2.5958 0.33 0.02 0.74
C 5.2540 1.9450 -1.3466 0.04 -0.05 0.02
C 5.0555 -2.2963 -2.1667 0.06 -0.06 0.02
C 0.4403 -6.9529 -2.6622 0.01 0.00 -0.05
C -3.1998 3.8368 0.1598 -0.08 0.03 -0.31
C -3.7560 5.0456 -0.2522 -0.01 0.15 -0.01
C -0.3521 -4.7150 -2.2810 -0.04 0.08 -0.02
C -0.5020 2.9983 5.9671 0.03 -0.02 0.03
C 4.4098 0.9935 -0.7739 0.06 -0.13 0.08
C 4.9397 -1.9338 3.3089 0.08 0.01 0.00
C 4.7401 3.0741 -1.9708 -0.06 0.01 -0.03
C 2.9658 -0.0509 2.7918 -0.04 0.02 0.01
C 3.6890 -1.8344 -4.0895 0.08 0.00 -0.03
C 5.1645 -0.5930 3.5939 0.03 -0.03 -0.03
C 0.6396 -2.9649 3.3609 -0.15 0.25 -0.07
C -3.9512 -1.6525 -2.4832 -0.03 -0.15 -0.05
C -0.5761 -6.0113 -2.7257 -0.01 -0.09 -0.01
C -0.3137 -2.9674 5.5868 -0.01 0.00 0.06
C 1.0440 2.2957 -1.2423 0.05 0.20 0.02
C -0.3099 -4.3564 5.5984 0.02 -0.01 -0.01
C 1.8548 0.4246 -0.3873 0.07 -0.26 -0.06
C -3.8163 4.2119 -2.4682 -0.02 -0.06 -0.12
C 4.9439 -1.9749 -3.5128 -0.03 -0.02 -0.03
C 0.6485 -4.3556 3.3893 0.10 0.00 -0.05
C -1.5301 2.9560 3.3520 0.06 0.12 0.40
C 2.5430 2.3636 -1.4298 0.17 -0.10 0.14
C -0.7011 -1.0159 -5.2134 0.03 0.01 -0.05
C -0.3631 3.7015 3.6557 -0.15 -0.08 -0.12
C 1.9065 -5.2945 -1.7243 0.01 -0.02 0.03
C 2.6611 -2.3010 -1.9651 -0.10 0.03 0.15
C 3.0530 1.2183 -0.8389 -0.04 0.25 -0.13
C -1.0885 0.0248 -4.3825 -0.10 0.08 0.13
C 3.9167 -2.4541 -1.3920 -0.05 0.02 0.08
C -3.3332 0.0569 4.1610 0.02 0.09 -0.14
C -3.5057 1.5777 4.1211 -0.01 -0.06 0.11
C -2.3884 -2.4376 -4.2948 0.06 -0.05 -0.06
C -2.7976 -1.4275 -3.4368 0.04 0.23 0.01
C 3.7272 -2.3338 2.7667 -0.01 0.05 -0.08
C -2.1583 -0.1697 -3.4781 -0.04 -0.25 -0.46
C -0.4128 1.3781 -4.4690 0.06 0.05 -0.21
C 1.1137 1.3009 -4.4920 -0.10 -0.01 0.07
C 1.6871 -6.5903 -2.1665 -0.01 -0.04 0.03
C 2.7431 -1.3894 2.4988 -0.10 -0.02 -0.05
C -4.6037 2.0289 5.0886 0.03 0.03 -0.06
C 1.1478 -3.1361 0.6290 0.10 0.91 -0.15
C -1.3424 -2.2448 -5.1836 0.04 -0.11 0.04
C 1.7956 4.6842 2.7173 -0.06 -0.06 -0.07
C 0.8873 -4.3456 -1.7717 -0.23 0.18 -0.01
C -1.6657 2.3048 5.6794 0.06 -0.08 0.13
C -3.1707 1.8962 -3.0045 -0.14 -0.33 -0.30
C -3.6915 -2.8310 -1.5423 -0.02 0.14 -0.01
C 0.2806 4.5392 2.5699 0.09 0.11 0.12
C -4.0460 5.2443 -1.5867 0.02 0.03 0.05
C -0.9181 2.1413 -5.7010 -0.03 0.00 0.07
C 0.1542 -2.2834 4.4772 -0.02 0.00 0.09
C -2.1962 2.2854 4.3974 -0.02 0.05 -0.19
C 2.5477 -2.0092 -3.3207 -0.09 0.07 0.05
C 0.1250 3.7088 4.9535 0.08 -0.03 0.06
C -2.8148 3.8048 1.6324 0.11 -0.31 0.46
C 0.1719 -5.0462 4.4975 0.02 -0.08 0.03
C -3.3269 3.0046 -1.9806 -0.07 0.15 0.06
C 4.1760 0.3475 3.3367 0.03 0.07 0.04
C -5.2662 -1.8358 -3.2472 0.05 0.08 0.08
C -0.3642 5.9323 2.5321 0.01 -0.08 -0.14
C 3.3635 3.3004 -2.0124 -0.01 0.11 -0.04
H 0.1224 -1.2016 4.4508 -0.07 0.05 0.02
H 6.3267 1.7950 -1.3049 0.00 0.01 -0.03
H 0.2328 -3.7237 0.7387 0.07 -0.09 0.03
H 5.4132 3.7859 -2.4340 0.02 0.00 0.04
H 1.0140 4.2838 5.1917 -0.01 -0.04 -0.03
H -0.6985 1.9415 -3.5807 0.02 0.01 -0.02
H -0.7047 -2.4185 6.4358 0.03 0.01 -0.03
H 2.0598 5.2310 3.6271 0.03 0.00 -0.03
H 1.5296 2.3088 -4.5727 0.03 -0.01 0.03
H -1.4481 5.8498 2.4540 0.04 0.05 0.05
H -2.8964 -3.3988 -4.2794 -0.01 0.02 0.05
H 3.6013 -1.5921 -5.1416 -0.04 0.03 0.02
H 0.1140 -0.8675 -5.9164 0.00 0.04 0.02
H 1.4802 0.7205 -5.3440 0.02 -0.01 0.01
H -2.5341 -0.2478 3.4841 0.01 -0.07 -0.05
H -1.5444 -6.2880 -3.1266 0.00 0.03 0.01
H -0.6850 -4.8994 6.4579 -0.02 0.02 -0.01
H -4.6380 3.1181 5.1444 -0.02 -0.01 -0.02
H -4.0014 4.2891 -3.5298 -0.07 -0.06 0.02
H 2.1948 5.2437 1.8680 0.02 0.01 0.00
H -1.1301 -3.9630 -2.3372 -0.02 0.01 -0.02
H 6.0355 -2.4144 -1.7185 -0.02 0.03 0.02
H -5.5810 1.6698 4.7555 0.00 -0.03 0.01
H -4.4431 6.1920 -1.9339 0.00 0.01 0.01
H -4.0363 -0.7496 -1.8780 -0.02 0.01 0.01
H -0.6527 1.6054 -6.6187 0.03 0.00 -0.01
H 6.1130 -0.2837 4.0169 -0.02 0.00 0.01
H 2.8874 -5.0205 -1.3494 0.01 0.01 -0.02
H 0.1602 -6.1302 4.4891 0.04 0.01 0.01
H 1.5568 -1.9129 -3.7528 0.00 0.07 -0.07
H -2.7567 -2.6764 -1.0005 0.02 -0.04 0.02
H -5.2484 -2.7566 -3.8382 0.00 0.01 -0.03
H -2.0017 2.2459 -5.6484 0.02 -0.01 -0.05
H -4.4298 1.6362 6.0949 0.00 0.02 0.02
H 0.2701 -7.9650 -3.0108 -0.01 0.01 0.00
H 2.0040 -3.7939 0.7923 -0.01 -0.03 -0.01
H -3.9244 5.8049 0.4981 0.04 -0.06 0.00
H 0.0120 6.4955 1.6726 0.02 0.05 0.02
H -5.4265 -0.9935 -3.9219 -0.03 -0.02 -0.01
H 4.8136 0.1117 -0.2925 -0.05 -0.03 0.01
H -3.8087 1.8597 3.1124 0.02 -0.02 0.01
H -0.0857 2.9893 6.9687 -0.04 0.03 0.01
H -3.0709 -0.2800 5.1683 0.00 0.01 0.04
H 2.1699 0.6562 2.5892 0.02 0.10 0.01
H 1.0236 -4.9266 2.5473 -0.07 0.02 -0.01
H -3.6247 -3.7745 -2.0941 0.00 0.00 0.01
H -6.1105 -1.8932 -2.5538 -0.01 -0.02 -0.01
H -0.4682 3.1383 -5.7414 0.00 0.00 -0.01
H 1.4969 0.8509 -3.5750 0.05 -0.09 -0.02
H 2.9500 4.1808 -2.4891 -0.02 0.00 0.02
H -4.5051 -2.9193 -0.8171 0.01 -0.05 0.02
H -0.1195 6.4834 3.4463 0.01 0.00 0.01
H 2.4878 -7.3201 -2.1302 0.00 0.02 0.01
H -1.0171 -3.0488 -5.8354 -0.03 0.01 -0.01
H -2.1743 1.7743 6.4799 -0.02 -0.01 -0.04
H 5.7092 -2.6662 3.5242 -0.02 -0.01 -0.03
H 0.0691 4.0440 1.6207 -0.02 -0.01 -0.04
H 4.0002 -2.6684 -0.3318 0.04 0.05 0.00
H 5.8361 -1.8325 -4.1108 -0.01 -0.01 0.00
H 4.3457 1.3922 3.5682 -0.02 -0.01 -0.02
H -4.2566 -0.4459 3.8586 0.02 -0.03 0.03
H 3.5471 -3.3838 2.5602 0.00 -0.01 0.05
H 2.2919 3.7127 2.7412 0.03 -0.06 0.04
```
Positions in Å, forces in eV/Å.

Net charge: -2
Max |F|, eV/A: 1.54
Electronic energy, eV: -108915.0986
LUMO energy, eV: 3.62

(3)
Computed, not measured: a single C4H8N2O molecule, with the ωB97M-V functional and the def2-TZVPD basis.

XYZ file:
```
15
Properties=species:S:1:pos:R:3:forces:R:3
O 0.4945 -2.1245 -0.7028 -0.15 0.23 0.14
N 1.2840 0.4368 -0.4507 -0.05 -0.02 0.24
N -0.7361 1.1249 0.3722 0.08 0.17 -0.06
C -1.5838 -1.7548 0.4597 0.02 -0.02 0.00
C -0.0029 0.1021 -0.2402 0.23 0.00 -0.11
C 1.7576 1.6739 -0.2905 0.39 -0.16 -0.51
C -0.3002 -1.3228 -0.2140 0.10 0.04 -0.07
H 0.0348 1.6711 0.8305 -0.74 -0.02 0.22
H -1.7151 -1.2239 1.4069 0.02 -0.05 -0.13
H 1.1654 2.5120 -0.6369 -0.03 -0.11 0.45
H -1.0962 1.7959 -0.3030 -0.20 -0.13 0.06
H -2.4474 -1.5028 -0.1650 0.14 -0.01 0.04
H 2.8055 1.8088 -0.0907 0.17 -0.13 -0.39
H -1.5643 -2.8352 0.6227 0.05 0.20 -0.07
H 1.9041 -0.3615 -0.5982 -0.02 0.02 0.17
```
Positions in Å, forces in eV/Å.

Net charge: 0
Max |F|, eV/A: 0.77
ΔE to the lowest compared entry with this formula, charge and spin, kJ/mol: 279.9
Electronic energy, eV: -9303.4919
LUMO energy (alpha / beta), eV: 0.13 / 0.13

(4)
Computed, not measured: a 2-piece molecular cluster, C22H26ClN5O4 overall in a non-equilibrium geometry, with the ωB97M-V functional and the def2-TZVPD basis.

XYZ file:
```
58
Properties=species:S:1:pos:R:3:forces:R:3
Cl 1.9584 5.0605 -2.9809 0.00 -0.03 0.39
O -1.7354 -3.3988 -3.3992 -0.03 0.18 0.42
O 2.1429 -3.3617 4.3557 -0.29 0.67 -0.15
O 2.8090 -0.8111 5.2661 0.25 -0.20 0.16
O -4.7565 -0.0278 -3.4250 -0.23 -0.40 0.00
N -2.6170 -0.0008 -2.6916 1.08 -0.36 -0.02
N 1.0376 0.8509 -0.2418 0.35 1.21 -0.04
N -3.5329 -2.3836 -4.2624 -0.96 0.52 -0.11
N 0.9490 -1.4662 0.1381 -0.75 0.18 -2.77
N 1.7095 2.3369 1.4524 -0.11 -0.82 -0.26
C -3.7075 0.5644 -3.2120 -0.82 0.54 -0.24
C 0.8251 -0.3972 -0.6426 0.27 -1.42 1.60
C 4.2343 -0.9451 5.3280 0.19 -0.17 0.00
C -3.7682 -3.3198 -5.3599 0.43 0.04 0.48
C 1.4721 1.0492 0.9936 -0.40 1.49 -1.00
C 1.9815 -2.2806 3.5169 -0.59 -1.40 -1.20
C 1.8432 3.6834 -0.6373 0.03 -0.25 -0.48
C 1.3551 -4.5318 4.0918 0.03 0.05 -0.32
C 1.8628 4.7080 1.5401 0.01 0.62 -0.26
C 1.7925 3.5482 0.7596 0.00 0.68 -0.30
C 1.9257 4.9382 -1.2408 0.02 0.06 1.23
C -2.5502 -2.4831 -3.3598 0.70 -0.52 -0.52
C 2.1527 0.1232 3.1901 0.15 -1.25 0.60
C 1.3691 -1.2790 1.3825 0.10 0.16 0.46
C 1.9850 6.0844 -0.4461 0.00 0.22 -0.20
C 1.6679 -0.0106 1.8717 0.44 -0.14 1.38
C 1.9615 5.9712 0.9465 -0.05 -0.81 -0.35
C 2.3212 -1.0006 4.0013 0.12 1.64 -0.41
C -3.2615 -1.6818 -1.0236 -0.17 -0.35 -0.32
C -3.5964 2.0348 -3.5398 0.02 -0.06 0.04
C 1.5191 -2.3970 2.1939 0.49 -0.74 1.92
C -2.4116 -1.3972 -2.2692 -0.54 0.13 0.47
H -4.3228 -1.6178 -1.2672 0.02 0.03 0.07
H -2.7675 2.1951 -4.2270 0.08 0.16 0.03
H -3.0430 -2.6850 -0.6552 -0.01 0.03 0.01
H 4.5472 -1.9412 4.9977 -0.08 0.06 0.01
H -1.8355 0.6178 -2.5478 0.07 -0.07 -0.04
H -3.4320 2.5967 -2.6220 0.10 0.16 -0.02
H 0.5245 -0.5498 -1.6742 0.04 -0.01 0.07
H 1.8368 4.6360 2.6219 -0.01 -0.06 -0.01
H -3.0265 -0.9593 -0.2416 0.02 -0.01 -0.04
H 1.8071 2.3940 2.4560 0.02 0.24 -0.34
H -3.5666 -4.3405 -5.0275 0.03 0.13 -0.06
H 2.0142 6.8621 1.5659 -0.01 -0.16 -0.11
H -4.8062 -3.2495 -5.6887 0.12 0.10 0.12
H 1.2778 -3.3552 1.7521 0.00 0.03 0.13
H 1.7472 -5.0755 3.2268 -0.04 0.07 0.04
H 2.4252 1.0834 3.6152 0.04 -0.20 0.07
H -1.3770 -1.4785 -1.9434 0.04 0.04 -0.28
H 2.0504 7.0607 -0.9164 -0.01 -0.13 0.06
H -4.1812 -1.6114 -4.1463 -0.03 -0.09 0.04
H 4.5711 -0.8032 6.3588 -0.36 0.01 -0.13
H 0.3080 -4.2702 3.9068 0.14 0.09 -0.02
H 4.7235 -0.1950 4.6980 -0.10 -0.01 -0.01
H 1.8280 2.8255 -1.2941 -0.10 -0.07 0.27
H -4.5243 2.3642 -4.0058 0.12 -0.09 0.08
H 1.3909 -5.2003 4.9575 0.25 0.43 -0.04
H -3.1075 -3.0825 -6.1953 -0.03 -0.14 -0.07
```
Positions in Å, forces in eV/Å.

Net charge: 0
Structure (SMILES): COc1cc2ncnc(Nc3cccc(Cl)c3)c2cc1OC.CNC(=O)[C@H](C)NC(C)=O
Max |F|, eV/A: 2.88
Electronic energy, eV: -51399.5494
LUMO energy, eV: -0.17

Question: Which formula does entry 4 have?
Answer: C22H26ClN5O4

Question: Which value of net charge does entry 2 give?
Answer: -2

Question: Among the records above, which one has the highest max |F|?
Answer: C22H26ClN5O4

Question: What is the max |F| in the third record?
Answer: 0.77 eV/A